# 1
The following is a DFT calculation (ωB97M-V with the def2-TZVPD basis set) of a structure of composition C24H17CrN8O2 in a non-equilibrium geometry.

Results
2S+1   2
Charge   +2
E_HOMO (alpha / beta)   -14.4 / -14.4 eV
HOMO-LUMO gap (alpha / beta)   6.12 / 6.55 eV

Geometry as XYZ:
```
52
Properties=species:S:1:pos:R:3:forces:R:3:mulliken_charge:R:1
Cr 0.474 0.225 1.091 -2.5 0.5 3.0 0.19
O -1.432 0.132 0.852 1.0 0.0 0.0 -0.28
O -0.164 0.562 2.891 0.3 -0.1 -0.7 -0.54
N 0.749 -4.503 0.913 0.0 -0.1 0.1 -0.50
N 0.891 -0.125 -0.738 0.2 -0.3 -1.5 -0.31
N 0.687 -1.760 1.152 0.6 -0.7 -0.5 0.35
N -2.160 0.324 1.905 -0.1 0.1 0.4 -0.41
N 0.522 4.540 -0.866 0.0 0.2 0.1 -0.50
N -1.487 0.546 2.953 0.0 -0.1 -0.7 1.26
N 0.591 2.092 0.394 0.5 0.5 -0.7 0.35
N 1.832 -1.450 -7.589 0.1 -0.1 -0.7 -0.53
C 0.586 -3.926 2.094 0.0 0.0 -0.2 -0.50
C 0.900 -3.730 -0.152 0.0 0.2 0.0 -0.03
C 1.489 0.103 -5.826 0.0 0.1 -0.1 -0.60
C 1.411 -0.930 -4.892 0.0 0.0 -0.2 1.03
C -4.110 0.992 5.521 0.0 0.0 0.1 -0.64
C -2.131 0.779 4.209 -0.2 0.2 0.8 0.55
C 1.757 -2.447 -6.723 -0.1 0.2 0.3 -0.47
C 0.420 3.216 1.092 0.0 0.0 0.2 -0.27
C -1.336 1.020 5.326 0.1 -0.1 -0.4 -0.30
C 0.719 3.429 -1.561 0.0 -0.2 0.1 -0.02
C 1.701 -0.205 -7.165 -0.1 -0.1 0.4 -0.47
C -3.330 1.234 6.646 0.1 0.0 0.0 -0.45
C 0.564 -2.543 2.225 0.0 0.1 0.2 -0.27
C 1.137 -1.686 -2.510 0.0 0.0 0.1 -0.37
C -1.945 1.247 6.546 -0.1 0.0 0.0 -0.72
C 0.979 -1.392 -1.171 0.0 0.1 -0.2 -0.45
C 1.207 -0.652 -3.455 0.0 0.0 0.1 1.50
C 0.921 0.886 -1.620 0.1 -0.2 -0.1 -0.45
C -3.521 0.763 4.293 0.2 -0.1 -0.3 -0.29
C 0.865 -2.344 -0.058 -0.1 -0.3 0.1 0.38
C 1.078 0.658 -2.972 0.0 0.1 0.1 -0.37
C 1.548 -2.234 -5.366 0.0 -0.1 0.0 -0.59
C 0.751 2.182 -0.949 -0.1 0.3 0.0 0.37
C 0.376 4.446 0.447 0.0 -0.1 -0.2 -0.50
H 0.442 -2.058 3.185 0.0 0.0 0.0 0.52
H 1.499 -3.101 -4.722 0.0 0.0 0.0 0.27
H 1.769 0.575 -7.913 0.0 0.0 0.0 0.39
H 0.314 3.125 2.165 0.0 0.0 0.0 0.52
H -0.260 1.027 5.228 0.0 0.0 0.1 0.43
H -1.334 1.435 7.417 0.0 0.0 0.0 0.40
H 1.196 -2.719 -2.814 0.0 0.0 0.0 0.29
H -5.188 0.983 5.607 0.0 0.0 0.0 0.41
H -4.119 0.574 3.413 -0.1 0.0 0.0 0.47
H 1.090 1.501 -3.645 0.0 0.0 0.0 0.29
H 0.856 3.540 -2.629 0.0 0.0 0.0 0.47
H 1.051 -4.230 -1.101 0.0 0.0 0.0 0.47
H 0.216 5.364 0.998 0.0 0.0 0.1 0.41
H 1.870 -3.448 -7.121 0.0 0.0 0.0 0.39
H 0.465 -4.574 2.953 0.0 0.1 0.0 0.41
H -3.798 1.412 7.604 0.0 0.0 0.0 0.41
H 1.392 1.146 -5.558 0.0 0.0 0.0 0.27
```
Forces are in eV/Å.

# 2
The following is a DFT calculation (ωB97M-V with the def2-TZVPD basis set) of the ion C3H9N2O with charge +1 in a non-equilibrium geometry.

Results
Charge   +1
SMILES   CCN[N+](C)=O
E_HOMO   -16.3 eV
HOMO-LUMO gap   10.75 eV

Geometry as XYZ:
```
15
Properties=species:S:1:pos:R:3:forces:R:3:mulliken_charge:R:1
O 1.539 -1.960 -0.708 -1.1 0.6 -0.8 -0.49
N 0.644 -1.125 -0.747 2.2 -1.0 1.2 0.86
N -0.066 -0.962 0.287 -2.4 3.0 0.4 -0.24
C 0.458 -0.274 -1.921 -1.6 0.1 0.5 -0.80
C -0.093 1.156 1.695 -1.3 -0.6 -0.5 -0.86
C -0.905 0.353 0.655 2.1 -1.6 -0.6 -0.51
H -0.172 0.667 2.710 1.0 0.5 -1.2 0.35
H 0.833 1.418 1.167 0.4 -0.6 1.1 0.29
H -1.843 -0.088 0.889 -0.9 0.1 0.7 0.36
H 0.508 0.808 -1.627 0.5 -1.2 -0.8 0.34
H -0.529 -0.544 -2.303 -0.4 0.5 0.2 0.40
H -0.544 2.131 1.800 -0.6 0.3 0.1 0.34
H 0.072 -1.608 1.008 0.7 -1.3 1.2 0.24
H 1.069 -0.790 -2.598 1.7 0.6 -1.2 0.34
H -0.971 0.817 -0.307 -0.4 0.7 -0.2 0.36
```
Forces are in eV/Å.

# 3
The following is a DFT calculation (ωB97M-V with the def2-TZVPD basis set) of an isolated molecule of C2H6N2OS2 in a non-equilibrium geometry.

Results
SMILES   ON/C(CS)=N\S
E_HOMO   -8.5 eV
HOMO-LUMO gap   9.21 eV

Geometry as XYZ:
```
13
Properties=species:S:1:pos:R:3:forces:R:3:mulliken_charge:R:1
S -2.754 -0.297 -0.413 0.6 1.0 -0.3 -0.23
S 2.321 -0.738 -0.580 -0.2 0.0 0.1 -0.19
O 0.726 2.042 0.074 0.5 0.7 -0.9 -0.39
N -0.248 1.165 -0.419 -1.2 0.5 0.0 -0.26
N -1.280 -0.871 0.251 0.3 0.8 -0.2 -0.46
C -0.267 -0.060 0.201 -0.7 -1.9 0.0 0.67
C 1.022 -0.620 0.701 0.8 0.2 0.3 -0.67
H -1.155 1.643 -0.358 0.3 -0.2 -0.1 0.27
H 1.796 -1.843 -1.110 0.1 -0.1 -0.3 0.13
H 1.456 0.029 1.453 0.0 0.2 0.2 0.28
H 1.027 2.489 -0.753 0.0 -0.5 1.0 0.36
H 0.894 -1.606 1.152 -0.3 0.3 -0.2 0.33
H -3.537 -1.332 -0.198 0.0 -0.7 0.4 0.15
```
Forces are in eV/Å.

# 4
The following is a DFT calculation (ωB97M-V with the def2-TZVPD basis set) of an isolated molecule of C11H13NO2S in a non-equilibrium geometry.

Results
E_HOMO   -8.3 eV
HOMO-LUMO gap   8.90 eV

Geometry as XYZ:
```
28
Properties=species:S:1:pos:R:3:forces:R:3:mulliken_charge:R:1
S 1.844 -1.493 -0.466 -0.4 1.4 -1.4 0.31
O 2.236 1.026 4.031 1.3 1.8 -1.0 -0.50
O 1.983 -2.720 0.276 0.3 -0.5 1.0 -0.56
N 0.283 -0.876 -0.280 2.6 1.4 2.9 -0.09
C 2.089 1.022 2.694 -0.9 -2.2 -2.7 -0.45
C 1.345 0.147 1.907 0.3 1.9 1.1 0.38
C -1.932 -1.160 -3.197 -0.4 3.2 0.6 -0.80
C -2.659 0.667 -1.788 -1.7 1.6 -0.5 -0.61
C 1.352 1.407 -0.437 0.8 -1.7 3.5 -1.84
C -0.690 -0.531 -1.160 -2.5 -0.5 -1.1 0.16
C 1.277 0.107 0.367 -1.2 -0.8 1.0 1.10
C -2.789 -0.020 -2.968 0.0 -1.9 -0.1 -0.37
C -1.667 0.423 -0.906 1.7 1.5 1.3 0.30
C -0.899 -1.356 -2.261 -0.3 0.2 -0.9 -0.35
C 0.341 -0.667 2.627 -2.5 0.8 -0.6 -1.81
H 1.373 2.274 0.170 0.5 0.7 0.7 0.48
H -0.117 -0.178 3.525 0.1 0.3 -0.9 0.46
H -0.476 -0.947 1.890 0.9 0.2 1.3 0.28
H -3.627 0.233 -3.630 0.6 -0.2 0.0 0.35
H 1.648 0.475 4.469 -1.8 -1.8 1.1 0.28
H 2.744 1.725 2.261 0.7 0.7 -0.5 0.44
H -0.117 -2.075 -2.282 0.2 -1.0 -1.0 0.40
H 2.156 1.280 -1.037 2.6 0.4 -2.3 0.45
H -3.305 1.540 -1.520 0.4 -0.9 -0.6 0.28
H -1.558 1.244 -0.178 0.2 -1.0 0.3 0.40
H 0.725 -1.517 3.065 1.0 -2.4 0.5 0.46
H 0.492 1.450 -0.950 -2.8 0.3 -2.3 0.53
H -2.052 -1.478 -4.222 0.5 -1.2 0.3 0.32
```
Forces are in eV/Å.

Number 1: calculated total energy -2557.1461 Eh. Number 2: calculated total energy -304.0703 Eh. Number 3: calculated total energy -1060.8493 Eh. Number 4: calculated total energy -1030.2345 Eh.